C77H143N5O21 | ωB97M-V/def2-TZVPD

Results
- HOMO: -0.2846 Eh
- Frontier orbital gap: 8.1 eV
- M: 1475.00 g/mol
- Net charge: 0
- Relative energy (zero: lowest compared OMol25 entry of this formula, charge and spin): 35.19 kcal per mole

Structure (XYZ):
```
246
Properties=species:S:1:pos:R:3:forces:R:3
C 0.050421 -3.426211 -7.106192 -0.3137 -0.3382 -0.6108
C -1.098349 -3.889791 -6.204702 0.2736 -0.1831 0.6780
C -0.615229 -3.703271 -4.726562 0.7676 0.2496 0.4068
C -0.754979 -2.294441 -4.187942 -0.5401 0.1494 -0.6126
C -2.225619 -1.935121 -4.348022 0.9355 1.2966 -0.6355
C -2.675599 -1.851321 -5.842452 -0.6389 -1.0925 0.1607
N -2.350269 -3.182091 -6.469842 -0.0422 0.9867 2.2932
O -2.787559 -3.296951 -7.799482 -0.0225 -0.0484 0.2236
C -4.190449 -1.704191 -5.818002 -1.0650 -0.1823 0.1835
C -2.175869 -0.640861 -6.589512 1.6308 0.3349 -0.5602
C -1.357939 -5.405771 -6.385232 -0.2758 -0.4869 -0.6915
H 0.801111 -4.216351 -7.090442 0.3873 0.3215 0.0447
H 0.442391 -2.444361 -6.840792 0.1940 -0.1405 0.3587
H -0.274989 -3.318181 -8.140852 -0.1863 -0.1867 -0.0724
H -1.047209 -4.423481 -4.031722 -0.4254 0.0229 -0.1228
H 0.454911 -3.900641 -4.663752 0.1422 -0.5594 -0.4404
H -0.093289 -1.615071 -4.725262 -0.2335 0.2243 -0.6963
H -0.388549 -2.084911 -3.182992 -0.2937 -0.9114 0.3547
H -2.323389 -0.930791 -3.935882 -0.6078 0.1211 0.1317
H -2.823789 -2.639691 -3.770202 -0.1738 0.0322 -0.1976
H -4.640509 -2.471421 -5.188012 -0.0354 0.0203 0.1818
H -4.494679 -0.720541 -5.460252 0.2472 0.0427 0.4897
H -4.737349 -1.742891 -6.760082 0.5721 -0.2844 -0.4832
H -2.408029 0.323649 -6.137932 -0.4080 -0.1684 0.2200
H -1.088569 -0.641831 -6.666182 0.2649 -0.0788 0.0720
H -2.506339 -0.628991 -7.628142 -0.3272 -0.1227 0.0742
H -2.348299 -5.769251 -6.111042 -0.2957 0.6960 0.4350
H -0.702809 -6.064341 -5.814982 0.4983 0.3431 -0.0542
H -1.317699 -5.706391 -7.432182 0.4056 0.1235 -0.1850
H -3.592509 -3.771751 -7.579912 -0.3343 -0.1665 -0.9182
C -1.799529 2.405389 -2.461002 0.0250 -0.8371 0.8748
C -1.227589 3.352709 -3.472372 2.0030 -0.7752 -0.4376
C -2.091199 3.196809 -4.726662 0.6307 0.2662 -1.6444
C -2.115179 4.382359 -5.684832 -0.6172 -1.1790 -0.2495
C -2.353519 5.638519 -4.974042 -0.1294 1.6157 0.0783
C -1.361549 5.911719 -3.830452 -0.3882 -0.3822 0.6376
N -1.184959 4.710329 -3.000742 -1.3492 0.5404 1.0444
O -0.329879 4.916919 -1.845272 -1.0627 -0.2833 -1.2834
C -0.039849 6.381279 -4.399542 1.6300 0.2340 0.7732
C -1.981499 6.971979 -2.890322 0.6411 0.4134 -0.9603
C 0.246611 2.875889 -3.785082 0.4218 -0.3243 -1.2371
H -1.708589 1.398409 -2.868192 0.0169 -0.2322 -0.0701
H -2.854929 2.537089 -2.222512 -0.0227 0.4495 -0.1563
H -1.246869 2.403239 -1.521502 0.0418 0.1610 0.0587
H -1.698979 2.473789 -5.441852 0.2962 -0.9438 0.8389
H -3.102519 2.859609 -4.499442 -0.0765 0.3405 0.2585
H -2.875129 4.138749 -6.427282 -0.5000 0.3152 0.0761
H -1.261619 4.485619 -6.354802 0.7104 -0.2699 0.5360
H -3.368379 5.790549 -4.606542 -0.1362 -0.4263 -0.0010
H -2.186189 6.388409 -5.747192 -0.1758 0.6893 0.3697
H -0.021439 6.908889 -5.353162 -0.3800 0.0587 0.1153
H 0.446851 6.992119 -3.639212 -0.0697 0.6011 -0.0885
H 0.708791 5.590599 -4.449312 -0.3159 -0.3952 -0.4707
H -3.023769 6.766409 -2.646392 0.1372 -0.1743 0.0697
H -1.377319 7.118299 -1.994972 -0.1036 -0.1949 -0.0353
H -1.924929 7.899999 -3.459242 -0.2749 0.3423 0.1055
H 0.990551 2.672579 -3.014802 -0.4850 0.2831 0.7600
H 0.777461 3.534809 -4.472182 -0.2369 0.5639 0.0318
H 0.314201 1.965939 -4.381342 -0.6434 -0.4582 0.1115
H 0.550341 4.671069 -2.139172 0.5398 -0.0762 -0.1380
C -2.120459 6.437869 0.907238 -1.0938 0.8894 -0.5076
C -2.468299 5.061669 1.548638 1.9441 2.3350 1.5330
C -1.151649 4.684989 2.193918 0.4498 -1.0773 0.1128
C -1.308869 3.465819 3.116278 -0.1637 1.7822 -0.1687
C -2.216909 3.877639 4.283268 -0.6796 -0.9213 -0.3183
C -3.618409 4.372429 3.811358 -0.3689 -0.2490 0.4802
N -3.397189 5.275219 2.682828 2.3336 0.3827 0.6452
O -4.532649 5.872589 2.292058 -3.1525 0.2813 -1.1342
C -4.507929 3.181049 3.400328 0.3306 0.1587 -0.7246
C -4.298079 5.100299 5.029628 0.3730 0.1774 -0.3624
C -2.809029 4.170319 0.453528 -2.0606 -1.3788 -1.2548
H -2.815179 6.779199 0.139798 -0.6453 -0.3801 -0.0529
H -1.202609 6.456429 0.319598 0.3692 -0.4770 0.4875
H -2.133449 7.276999 1.602788 0.3870 -0.2057 0.4634
H -0.442309 4.444919 1.401908 0.1063 0.0242 -0.2079
H -0.760779 5.558949 2.714978 0.0374 -0.0698 0.3258
H -0.304329 3.153729 3.401918 -0.1878 -0.3859 0.3598
H -1.813569 2.688769 2.542198 0.2661 -0.3466 0.1268
H -1.810159 4.626039 4.963388 0.3593 0.0006 -0.2009
H -2.405409 2.957619 4.836558 -0.0417 0.1552 0.4838
H -3.993889 2.720309 2.556788 0.0335 -0.5510 0.1059
H -4.699669 2.453539 4.189048 0.1581 0.0436 0.0806
H -5.461299 3.488779 2.970798 -0.0896 0.3261 0.2700
H -3.930859 6.121269 5.133808 0.2868 -0.0034 -0.0331
H -5.384169 5.192009 5.039898 -0.0585 -0.2467 -0.6573
H -4.070599 4.569669 5.954178 0.2597 -0.1444 -0.0311
H -2.783739 3.112319 0.714488 0.4290 -0.1756 -0.1319
H -2.277829 4.397429 -0.470782 0.3069 -0.2306 0.2252
H -3.861109 4.336239 0.221758 -0.3003 0.0853 -0.2237
H -4.427679 6.825039 2.233528 0.4800 0.1494 0.2980
C -5.197449 -0.480451 2.618998 -1.0788 -0.8183 0.6161
C -6.257929 -0.822461 1.558258 0.5447 0.4927 -1.9584
C -7.092719 0.454179 1.260598 0.7483 -0.4502 0.2178
C -6.415949 1.583159 0.449238 -0.1815 -0.5102 0.6691
C -6.036549 0.949329 -0.850912 0.6162 -1.6528 -0.6360
C -5.146219 -0.361821 -0.718602 1.2013 2.1689 2.0837
N -5.638029 -1.303521 0.274328 -3.4479 2.9558 -0.4995
O -4.932029 -2.430331 0.434528 1.6266 -1.9162 0.1994
C -4.898179 -0.945411 -2.080602 -0.2158 -0.6573 0.1579
C -3.750779 0.224519 -0.205532 -0.1361 -0.7887 -0.6960
C -7.266139 -1.941461 1.924938 0.7740 0.5605 0.4296
H -4.705479 0.484349 2.495588 0.0214 -0.3030 -0.2457
H -4.512789 -1.319851 2.740448 0.3321 0.2007 -0.1472
H -5.755889 -0.419961 3.553118 0.0805 0.1027 0.3542
H -7.948459 0.130139 0.668308 -0.3015 0.0858 0.1781
H -7.390759 0.740029 2.269338 -0.4398 0.4947 -0.1674
H -5.568229 2.067029 0.934358 -0.0998 -0.0733 0.2206
H -7.192389 2.326379 0.267938 0.1762 0.2893 0.0685
H -5.370079 1.491949 -1.521352 -0.4554 0.7934 0.1167
H -6.985989 0.776879 -1.357782 0.0948 -0.4450 -0.4481
H -3.994559 -1.551061 -2.011522 0.0088 0.0003 -0.4213
H -5.719829 -1.582961 -2.406992 -0.1149 -0.0548 0.0369
H -4.802569 -0.146601 -2.816042 0.3054 -0.0539 -0.0023
H -3.754389 0.706649 0.772038 -0.3488 0.2333 -0.2845
H -3.047669 -0.600871 -0.093912 0.0911 -0.2182 -0.0992
H -3.361279 0.881559 -0.983152 0.1592 0.1604 0.2271
H -7.957229 -1.597651 2.694538 0.0322 -0.0864 0.1299
H -6.723359 -2.816301 2.282898 -0.1628 -0.1068 0.0968
H -7.836759 -2.196131 1.031828 0.0306 0.0089 0.0283
H -5.581979 -3.101221 0.213018 0.2638 -0.5046 -0.0834
C 4.855471 -3.222991 -0.796272 -0.4586 0.8402 0.3555
C 5.361101 -2.110751 0.238258 -0.4914 -0.8341 -0.2539
C 5.562681 -2.841521 1.590248 0.7263 -0.8689 0.3681
C 6.948781 -3.512961 1.807738 -0.2973 0.3452 -0.4187
C 8.106701 -2.549221 1.509598 -2.2520 0.6321 0.5410
C 7.903761 -1.889521 0.104278 2.2141 -0.9747 -0.7698
N 6.576361 -1.391151 -0.215302 -0.7967 0.1216 3.6405
O 6.447571 -0.769981 -1.441232 0.0709 -0.2347 -0.7440
C 9.033181 -0.797851 -0.019212 -0.6379 0.0664 -0.8495
C 8.232661 -3.012681 -0.920052 0.7370 0.4519 -0.2587
C 4.209971 -1.086761 0.462108 0.7208 0.8990 -0.8649
H 5.431011 -4.143741 -0.891552 0.3250 0.1642 0.4338
H 4.709541 -2.857971 -1.812912 0.2135 0.2787 0.0879
H 3.858981 -3.504681 -0.456062 -0.1006 -0.1376 0.0218
H 5.259611 -2.304521 2.489068 0.4324 0.8587 -0.2011
H 4.829421 -3.645291 1.656498 -0.1429 -0.1539 -0.3940
H 7.007661 -4.378851 1.148288 0.1025 -0.1539 -0.0499
H 7.012431 -3.884441 2.830508 -0.0891 -0.0104 0.0054
H 9.068161 -3.020021 1.714658 0.1550 -0.0105 -0.8965
H 8.047231 -1.790741 2.290158 -0.0768 0.4595 -0.0301
H 9.142121 -0.070791 0.785538 -0.2772 -0.4282 0.4858
H 9.994281 -1.278131 -0.202842 0.0076 -0.1762 0.3175
H 8.895941 -0.163141 -0.894662 -0.2858 -0.1632 -0.2825
H 7.436731 -3.746881 -1.044752 0.1503 0.0949 0.2371
H 8.429581 -2.568521 -1.895782 -0.1558 0.0484 -0.1496
H 9.164301 -3.494651 -0.623632 -0.0367 -0.2866 -0.0256
H 3.230441 -1.480831 0.732888 0.1520 -0.4141 -0.1369
H 4.136011 -0.449181 -0.418862 -0.4954 -0.3692 -0.5649
H 4.449391 -0.291721 1.168298 0.4339 -0.4487 0.6852
H 6.257891 0.138899 -1.197182 -0.0313 0.2912 -0.2020
O 3.437351 1.387799 -2.600762 -0.2344 -2.2825 -2.8429
C 3.390091 0.580419 -3.548652 0.5682 2.1322 2.6859
O 3.206841 1.001769 -4.842382 0.4911 -1.2306 1.7341
C 3.289671 -0.159021 -5.681692 -1.0840 -0.2315 -0.8661
C 3.105941 -1.455081 -4.839262 1.5370 1.0938 -0.5467
C 3.524581 -0.958991 -3.421572 -1.7872 0.2542 -1.6786
H 4.233411 -0.163211 -6.227072 0.0760 0.1397 0.1530
H 2.476151 0.004879 -6.388392 0.1257 -0.3292 -0.2728
H 3.827901 -2.162271 -5.247612 -0.2001 -0.2690 0.1579
H 2.108281 -1.886171 -4.922542 0.0572 0.2155 0.2557
H 4.507791 -1.308211 -3.106242 -0.2312 0.3559 0.2259
H 2.681841 -1.316661 -2.829992 0.6209 0.1669 0.9706
O -0.729419 -1.983821 8.638098 -1.9111 1.9026 -2.5809
C -1.201669 -1.264831 7.722708 3.3093 -0.1854 3.5238
O -1.821709 -1.713631 6.690368 -1.6936 -2.8029 -1.8033
C -1.973469 -0.832751 5.569188 0.5039 0.0219 0.0014
C -1.478819 0.480729 6.127128 -0.3318 1.2026 -0.9049
C -0.932149 0.218599 7.518268 0.0114 0.2385 0.2775
H -2.993999 -0.806721 5.187168 -0.2850 -0.1206 0.6752
H -1.414769 -1.166891 4.694948 0.4692 -0.3567 0.4391
H -2.363239 1.117209 6.099178 0.3272 0.5012 0.4058
H -0.730909 0.901169 5.454848 -0.0450 0.1587 0.0962
H -1.362319 0.861769 8.285988 -0.3693 -0.3100 0.0603
H 0.132681 0.426409 7.623458 0.0996 -0.2925 -0.2701
O 4.683171 -4.148441 4.624758 -2.2177 1.1585 0.3739
C 3.577421 -3.739151 4.970088 2.0832 -1.1212 -0.5712
O 3.072291 -2.535401 4.610578 2.0605 -0.4767 -1.3198
C 2.006461 -2.160741 5.388378 -1.3765 0.1712 1.9167
C 1.623231 -3.357651 6.258948 -1.0462 -0.3270 0.1916
C 2.589751 -4.460051 5.848058 -0.1228 0.1307 0.0790
H 1.153001 -1.860411 4.780518 0.2700 0.2419 -0.1506
H 2.313001 -1.405451 6.112038 -0.0132 0.6448 -0.5702
H 0.572361 -3.552361 6.044808 0.0773 -0.5689 0.0937
H 1.645881 -3.110701 7.320368 0.2391 -0.0547 -0.0647
H 2.120111 -5.231411 5.237708 0.0113 -0.0225 -0.0349
H 3.124331 -4.947961 6.663088 -0.0989 0.0684 -0.0411
O -0.509349 -0.475831 2.704918 0.9153 0.5467 -4.1366
C -0.126579 -0.311391 1.503478 -0.0747 0.0970 4.9333
O -0.307509 -1.266421 0.597778 -0.1724 -0.3828 0.5858
C 0.269721 -0.949461 -0.652142 0.6492 1.4201 -1.1174
C 0.997541 0.381099 -0.459342 0.2593 1.9685 0.4506
C 0.674911 0.898559 0.981958 -0.5529 -1.7811 -1.2249
H -0.527199 -0.836261 -1.387132 -0.1428 -0.1676 0.0808
H 0.993791 -1.672001 -1.028652 -0.3406 -0.6241 0.5233
H 0.667011 1.185599 -1.116322 -0.0915 -0.4182 -0.4823
H 2.080851 0.359539 -0.577992 -0.1617 -0.3955 -0.1186
H 0.030011 1.777229 0.994308 0.0521 0.0231 0.0435
H 1.613171 1.115269 1.492658 -0.3823 -0.2073 0.4743
O 1.487561 -4.902731 1.923198 -1.8013 0.2546 -0.2325
C 0.310681 -4.558751 2.027308 3.7582 -0.5968 -0.1622
O -0.039119 -3.863321 3.104148 -0.9748 0.2508 1.2134
C -1.466339 -3.708431 3.182858 -1.3027 0.2390 -2.1609
C -1.999539 -4.631211 2.050598 0.3719 -0.7123 -0.3476
C -0.805169 -4.744011 1.077048 -0.4535 -0.0262 0.7356
H -1.762289 -2.706771 2.871098 0.4734 0.3584 0.5073
H -1.922659 -3.956691 4.141108 0.6808 -0.0222 0.1493
H -2.874729 -4.341741 1.468918 -0.2050 0.3940 0.6700
H -2.172809 -5.603581 2.511638 -0.1697 -0.2207 -0.2729
H -0.728259 -3.898261 0.393758 -0.2444 -0.0022 -0.1801
H -0.722669 -5.682281 0.528478 -0.0296 0.1606 0.0446
O 3.113781 2.042249 7.484478 0.4580 -0.2611 -0.4238
C 3.111471 1.683479 6.341358 -1.5993 1.0153 1.3375
O 1.941741 1.128359 5.826478 -0.3417 1.2986 2.1645
C 2.040761 1.032399 4.472088 1.6244 -2.9948 -2.2706
C 3.535161 0.745729 4.303058 1.3520 1.9731 -2.0881
C 4.160701 1.746499 5.278608 -0.1236 -1.4054 0.3543
H 1.720301 1.846499 3.821978 -0.1473 0.5624 0.6010
H 1.560031 0.128129 4.098868 -0.6859 0.2357 0.2460
H 3.806641 1.120459 3.316158 0.1921 -0.5259 -0.4187
H 3.963271 -0.251071 4.408998 -0.7875 -0.1288 0.2080
H 4.304151 2.726139 4.822718 -0.1207 0.0449 0.3658
H 5.074041 1.378689 5.746168 0.1724 0.3196 -0.2096
O 1.348861 -4.335271 -1.734602 0.5669 -4.3006 -0.4930
C 1.524121 -5.588691 -1.779072 -1.6944 4.9806 0.3083
O 0.609241 -6.389621 -2.404182 0.0573 0.4520 0.2232
C 1.075361 -7.745801 -2.345452 0.3794 0.1650 0.1504
C 1.958921 -7.767351 -1.143612 1.7662 -0.5256 0.2249
C 2.595271 -6.358111 -1.095902 -0.1797 -0.9374 -0.2056
H 1.640661 -7.921151 -3.260762 -0.1282 -0.2182 -0.0892
H 0.345671 -8.535781 -2.167782 -0.7390 0.6419 -0.6630
H 2.691341 -8.533391 -1.398242 0.2617 -0.1305 0.7248
H 1.404881 -8.066761 -0.253952 0.1544 0.2974 0.0870
H 3.506051 -6.312991 -1.693002 0.0022 -0.0761 -0.2817
H 2.879471 -5.926071 -0.136382 -0.5162 -0.1102 0.0805
O 3.725341 3.171499 0.258048 0.5945 1.0722 1.4422
C 3.649311 3.848609 1.269158 0.1966 -0.8271 -3.0675
O 2.593521 3.675379 2.063768 -0.1670 -0.4546 -0.5610
C 2.612641 4.618069 3.070388 -0.4386 0.0426 2.8275
C 3.998551 5.184699 3.193038 0.7612 0.9589 -0.2275
C 4.556671 4.973119 1.792028 0.2141 -0.6255 0.1706
H 2.451231 4.056029 3.990268 -0.7731 0.2660 0.2079
H 1.848931 5.383779 2.934278 -0.0708 -0.1013 -0.1301
H 4.645611 4.692119 3.918838 -0.3165 -0.3157 0.0555
H 3.937611 6.217969 3.534718 0.1504 0.0826 -0.2716
H 5.573471 4.580899 1.811758 0.0056 0.1253 -0.1419
H 4.555531 5.870979 1.174018 -0.2644 -0.2488 -0.2236
```
Positions in Å, forces in eV/Å.